# C62H138N6O14

10 unconnected molecules or ions with the total composition C62H138N6O14 in a non-equilibrium geometry (the ωB97M-V functional and the def2-TZVPD basis, the Open Molecules 2025 dataset).

The geometry in XYZ format:
```
220
Properties=species:S:1:pos:R:3:forces:R:3:mulliken_charge:R:1
C -0.89166 2.54192 -3.24294 -0.02 -1.48 -1.01 -0.6108
C 0.34390 3.23534 -2.81188 0.88 1.20 -0.36 1.1265
O 0.04545 4.48859 -2.20004 -1.77 0.87 -0.41 -0.8563
O -1.78433 2.33903 -2.16097 -0.89 0.65 -0.65 0.8195
H -0.60043 1.55434 -3.64218 0.00 0.06 0.25 -0.1492
H -1.36306 3.00485 -4.13131 -0.10 0.33 0.59 0.5054
H 1.09135 3.40642 -3.62059 -0.73 -0.18 0.01 0.4636
H 0.89417 2.68954 -2.07142 0.06 -0.59 0.56 -1.0578
H -0.86256 4.81842 -2.48256 1.73 -0.59 0.47 0.2623
H -2.53633 3.01256 -2.22976 0.64 -0.69 0.57 -0.9193
C 4.76939 -5.53393 -0.33179 -0.43 1.03 -1.13 -0.3387
C 3.82898 -5.88057 0.77602 -0.01 0.99 1.06 -0.4730
O 2.47927 -5.62452 0.43448 0.49 -1.76 -0.29 -0.4098
O 4.88257 -4.06230 -0.34204 -1.06 -1.25 0.55 -0.2090
H 4.28936 -5.82309 -1.31608 0.79 0.05 1.00 0.1813
H 5.70514 -6.07555 -0.13150 0.08 0.55 -0.39 0.4189
H 4.13116 -5.24110 1.67440 -0.29 -1.02 -0.87 0.1555
H 3.94636 -6.93959 1.00289 -0.20 -0.05 0.15 0.4392
H 2.27659 -4.74947 0.68073 -0.57 1.71 0.34 0.0692
H 5.72639 -3.73636 -0.60772 0.95 0.00 -0.47 0.1372
C 2.83926 4.92883 0.01282 -0.56 -0.53 0.22 -0.8957
C 1.78131 4.03079 0.63743 0.37 0.17 -0.09 1.0871
O 1.91560 2.74356 0.08053 0.02 -0.96 -0.66 0.2918
O 2.52285 5.30882 -1.30095 2.78 0.91 0.42 -0.6289
H 3.82966 4.48429 -0.00935 0.13 -0.20 0.27 0.2810
H 2.82570 5.76562 0.68485 0.40 0.97 0.24 0.3431
H 0.83507 4.56189 0.42966 -0.13 -0.66 0.04 -0.0116
H 1.92537 3.95824 1.71482 0.01 0.27 0.22 -0.9043
H 1.23297 2.08158 0.30297 -0.29 0.71 0.10 -0.5297
H 1.66687 5.04212 -1.49462 -2.78 -0.63 -0.74 0.3549
C -0.68580 -0.22566 -0.36799 1.60 -0.47 1.82 0.0292
C 0.31146 -1.07623 0.43310 0.30 1.32 -0.18 1.7876
O 0.23040 -2.41659 -0.01888 -0.62 -0.04 1.36 -0.5421
O -0.66957 1.06329 0.17727 -0.98 1.83 -1.08 1.3338
H -1.63524 -0.63752 -0.25501 -1.97 -0.96 0.28 0.0620
H -0.43944 -0.32927 -1.38297 0.49 0.45 -1.67 0.3099
H 0.15689 -0.82179 1.52040 -0.24 -0.98 -0.72 -1.3030
H 1.33759 -0.69163 0.26662 -0.37 -0.36 -0.30 -0.6300
H -0.50055 -2.82575 0.50785 0.62 -0.06 -0.39 -0.1361
H -1.29611 1.61749 -0.39155 1.38 -0.78 0.79 -1.3934
C 0.73695 -4.01312 3.06948 -0.08 -0.22 -0.64 -1.3265
C -0.76260 -3.76856 3.37839 1.57 -0.42 1.20 2.0945
C -0.92085 -2.36708 3.89682 0.36 1.11 1.38 -0.7570
C -2.37437 -1.95839 4.10824 1.07 1.56 -0.08 0.1886
C -3.01508 -2.14912 2.76666 -1.87 -0.40 0.68 -1.7567
C -3.01055 -3.52982 2.18715 2.07 -0.36 -0.75 2.3464
N -1.50598 -3.89765 2.10771 -1.14 -0.52 0.96 1.2716
O -1.37719 -5.24363 1.68164 -0.14 -0.30 0.10 -0.6727
C -3.92480 -4.47874 2.93950 1.12 -0.05 1.39 -1.5823
C -3.45310 -3.50225 0.73456 0.46 0.54 0.36 -2.1282
C -1.08439 -4.74931 4.54959 0.82 -0.71 -1.51 -2.0093
H 0.87938 -5.05481 2.71309 0.00 0.69 0.08 0.7715
H 1.45345 -3.83416 3.89026 -0.72 0.00 0.02 0.4810
H 0.97837 -3.30524 2.27643 0.33 -0.17 -0.21 -0.4664
H -0.40498 -2.23345 4.85704 0.08 -0.56 -0.01 0.8804
H -0.37001 -1.63379 3.30490 -0.37 -0.07 -0.58 -1.2660
H -2.36761 -0.81437 4.27685 -0.27 -1.79 0.33 -0.3302
H -2.81198 -2.51223 4.96246 -0.01 0.46 -0.52 0.5234
H -2.56031 -1.45694 2.10554 0.36 0.73 -0.91 -0.3023
H -4.07490 -1.95714 2.84376 -0.55 0.75 -0.12 0.6863
H -3.51162 -5.49221 2.77080 -0.79 0.27 0.36 0.1628
H -3.94590 -4.20636 4.03683 -0.06 -0.64 -1.13 0.3202
H -4.92883 -4.38299 2.55121 -0.22 -0.21 -0.10 0.5249
H -2.85797 -2.76233 0.20071 0.18 -0.21 -0.28 0.1469
H -3.37874 -4.48900 0.29328 -0.04 -0.03 -0.21 0.4419
H -4.45725 -3.13125 0.72920 -0.85 0.00 -0.26 0.6450
H -0.53808 -4.46970 5.42572 0.22 0.57 0.52 0.4543
H -0.67502 -5.75175 4.34004 -0.37 0.12 -0.15 0.4980
H -2.11098 -4.82661 4.76380 -1.25 -0.13 0.46 0.3783
H -1.60012 -5.79361 2.46078 0.15 0.16 -0.47 0.3597
C -1.62210 -3.16057 -6.13781 0.60 0.34 0.69 -1.6286
C -2.77037 -3.64177 -5.23623 0.50 -1.51 0.21 1.6564
C -2.52660 -3.19637 -3.79271 -0.46 -0.88 0.77 -0.8163
C -2.77039 -1.74428 -3.69755 -0.21 2.22 2.21 1.3306
C -4.18727 -1.39147 -4.14606 0.88 0.00 0.00 -1.6962
C -4.53692 -1.90959 -5.52734 3.67 0.81 0.31 2.1124
N -4.11469 -3.29609 -5.65318 -0.22 0.20 0.26 0.1281
O -4.43891 -3.69977 -6.96170 0.44 -0.79 -0.17 -0.4931
C -5.92910 -1.91997 -5.63019 -5.45 -0.22 -2.04 -2.1094
C -3.95390 -0.95301 -6.61026 0.12 2.45 2.62 -1.3058
C -2.67432 -5.19690 -5.24917 -1.33 0.44 0.78 -2.0748
H -0.82342 -3.82657 -5.77617 0.28 0.46 -0.70 0.3970
H -1.25565 -2.09730 -6.04424 -0.69 -1.04 -0.12 -0.0278
H -1.87125 -3.40645 -7.16708 0.35 0.05 -0.20 0.7279
H -3.23814 -3.64751 -3.03517 0.81 -0.27 -1.07 0.4766
H -1.47823 -3.49295 -3.56208 -0.72 0.25 0.21 -0.2003
H -1.99990 -1.23949 -4.27569 -0.08 0.55 0.02 -0.2007
H -2.74581 -1.33067 -2.60363 0.55 -0.84 -1.76 -0.5725
H -4.31295 -0.30055 -4.15611 -0.16 -0.23 0.17 0.1089
H -4.89197 -1.83728 -3.44838 -0.09 0.05 0.27 0.4892
H -6.39050 -0.92608 -5.65832 0.13 -0.03 0.41 0.3844
H -6.24202 -2.37642 -6.59146 0.16 0.32 0.30 0.4461
H -6.42375 -2.55403 -4.91054 -0.04 0.00 0.61 0.4877
H -3.38629 -1.41346 -7.34757 0.79 -0.76 -1.59 0.2091
H -4.78011 -0.34632 -6.99496 0.29 -0.29 -0.45 0.4041
H -3.25442 -0.16991 -6.12535 -0.85 -1.29 -0.67 0.1923
H -3.53620 -5.61978 -4.70348 0.39 0.27 0.07 0.4591
H -1.76074 -5.60760 -4.84022 0.30 0.22 0.16 0.3469
H -2.80973 -5.55284 -6.23422 0.10 -0.41 -1.28 0.4913
H -3.87083 -3.21482 -7.58190 0.01 0.00 0.08 0.4007
C 5.14962 3.30252 3.51389 0.96 -1.82 1.79 -2.0550
C 5.31900 1.96984 2.74780 -0.55 -0.01 0.03 1.9708
C 6.52897 1.23826 3.35533 0.14 0.22 1.26 -1.5403
C 6.63756 -0.26377 3.06235 -0.95 1.33 0.46 -0.7745
C 5.37113 -0.88875 3.53613 -1.31 -0.03 -1.65 -1.6180
C 4.17591 -0.32034 2.69771 0.28 -0.16 -0.32 2.6851
N 4.12610 1.14086 3.05209 -0.97 -0.78 -0.49 -0.0576
O 2.90743 1.67232 2.44131 1.75 0.43 -0.82 1.6709
C 4.26616 -0.56518 1.15798 -0.05 2.35 0.32 -1.5397
C 2.88823 -0.96098 3.17096 -1.03 1.41 1.04 -1.9294
C 5.56910 2.28981 1.26439 -1.05 0.94 -0.72 -1.0193
H 4.39783 3.97423 3.18174 -0.48 0.59 -0.84 0.3149
H 6.17935 3.72278 3.51424 -0.87 0.32 0.26 0.5693
H 4.80845 2.99867 4.55428 0.72 0.58 -0.98 0.2192
H 7.42984 1.78448 3.09859 0.22 0.09 -0.49 0.4290
H 6.50504 1.38242 4.47574 -0.29 -0.34 -0.92 0.3957
H 7.44264 -0.66027 3.61351 1.30 -0.50 0.40 0.5839
H 6.71100 -0.48850 2.02572 0.66 -0.03 -0.94 0.2357
H 5.18264 -0.59381 4.54018 -0.24 -0.06 1.08 0.5087
H 5.38552 -1.97225 3.43045 -0.04 -0.14 0.11 0.3837
H 3.49600 0.11039 0.67404 0.59 -1.07 0.43 -0.6975
H 5.21216 -0.19640 0.74263 -0.14 -0.36 0.11 0.1470
H 4.09685 -1.57224 0.84642 -0.18 -0.72 0.05 1.2476
H 2.93036 -2.02778 3.25603 -0.03 -0.71 -0.80 0.8048
H 2.69418 -0.67084 4.19886 0.44 0.19 0.36 0.4377
H 1.97456 -0.52478 2.69932 0.86 -0.91 -0.28 -0.8671
H 5.80146 3.37132 1.21375 0.06 -0.54 -0.22 0.6401
H 4.66239 2.16077 0.60977 0.82 0.11 0.55 -0.3159
H 6.37654 1.75239 0.78361 0.18 -0.30 0.08 0.2788
H 3.14654 1.90960 1.49016 -0.75 -0.24 1.34 -0.7743
C -0.77393 2.59928 3.38276 -0.76 -0.36 0.62 -0.2120
C -0.46413 3.58350 4.48372 -0.26 0.59 -0.18 2.3468
C -1.59011 3.65540 5.47382 -0.59 -0.87 1.86 -1.3208
C -1.70775 2.34590 6.30362 -1.40 0.70 0.78 -0.0908
C -0.42322 1.93351 6.96286 0.07 1.92 0.47 -1.4808
C 0.73764 1.98817 6.03071 2.31 0.44 -1.89 1.7674
N 0.72401 3.28611 5.22820 -0.17 -0.64 2.12 -0.0801
O 1.88986 3.46921 4.48919 0.21 -0.99 -0.79 -0.3775
C 2.11302 2.02637 6.77005 -1.07 -2.85 -1.46 -1.6895
C 0.70024 0.71976 5.12393 1.58 0.45 0.91 -0.6205
C -0.34316 4.98575 3.89738 -0.50 -0.30 1.96 -2.3621
H 0.06259 2.49294 2.74177 0.88 -0.44 -0.75 0.1156
H -1.56131 3.00598 2.80071 -0.85 0.36 -0.75 0.1767
H -1.14180 1.63687 3.75839 0.34 0.19 -0.24 -0.9692
H -1.40544 4.48263 6.18720 -0.13 -0.20 -0.48 0.3516
H -2.54163 3.80283 4.95703 0.06 0.25 0.00 0.4632
H -2.10316 1.57576 5.64573 -0.06 -0.31 0.04 -0.1726
H -2.42317 2.44206 7.18645 0.36 0.10 -1.42 0.4501
H -0.56940 0.98050 7.42131 0.31 -0.87 0.28 0.3958
H -0.23606 2.65938 7.77175 0.01 -0.19 -0.05 0.4124
H 2.35316 2.97499 7.09922 0.15 1.88 1.33 0.5325
H 2.03974 1.20687 7.50254 0.38 0.62 0.28 0.4583
H 2.92409 1.76204 6.08037 -0.24 -0.12 -0.02 0.0497
H 1.39063 -0.03072 5.51980 0.13 0.20 -0.03 0.8594
H -0.22823 0.26258 5.22941 -1.91 -0.74 -0.27 0.2502
H 0.93315 0.88490 4.08268 0.14 0.05 -0.13 -0.7273
H -0.05106 5.68093 4.69020 0.01 -0.06 -0.11 0.5432
H -1.30028 5.27300 3.52671 -0.71 0.35 -0.52 0.4479
H 0.38074 4.98586 3.16533 1.52 0.27 -1.82 0.2703
H 1.99935 2.69638 3.87303 0.08 0.64 0.34 0.1666
C 5.44453 -1.13306 -2.10356 -0.69 0.96 0.92 -1.5012
C 4.25536 -0.85507 -3.03595 -0.45 -0.27 0.21 1.8273
C 4.67604 -0.83665 -4.50110 1.29 0.38 -0.15 -1.3206
C 3.51202 -0.98421 -5.48068 0.86 2.11 -0.52 -0.3402
C 2.94380 -2.31435 -5.26984 -1.69 -0.81 0.00 -1.2105
C 2.36584 -2.41507 -3.86940 0.27 0.13 0.97 2.2923
N 3.44752 -2.09119 -2.87053 -0.37 0.87 0.78 -0.1136
O 2.84554 -1.97440 -1.50875 1.58 -1.99 -0.49 0.9140
C 1.11938 -1.53345 -3.70203 -0.59 0.58 0.03 -0.3586
C 2.02659 -3.84817 -3.45494 0.82 0.14 -0.45 -1.6946
C 3.63700 0.46598 -2.53867 0.41 1.02 -0.03 -0.7751
H 5.02801 -1.29607 -1.10301 0.12 -0.37 -0.37 -0.2786
H 6.14721 -0.33169 -1.90723 0.15 0.51 -0.63 0.3640
H 5.96746 -1.98154 -2.44497 0.68 -1.14 -0.34 0.6367
H 5.31896 0.08374 -4.65494 -0.70 -1.01 -0.06 0.3217
H 5.30441 -1.75366 -4.64632 -0.10 0.84 0.04 0.3416
H 3.88686 -0.95804 -6.52547 -0.17 0.51 0.53 0.4051
H 2.76476 -0.16331 -5.30174 0.66 -0.69 -0.47 0.2325
H 3.74933 -3.02957 -5.35272 0.07 -0.56 -0.32 0.4915
H 2.13561 -2.50215 -6.03266 0.69 -0.23 0.79 0.2084
H 1.04989 -1.28616 -2.62968 -0.59 -0.69 -0.31 -0.5941
H 1.09267 -0.50112 -4.15433 0.41 -1.17 -0.15 0.0609
H 0.26934 -2.13597 -4.11796 0.41 0.86 0.71 -0.5275
H 1.09633 -4.15181 -3.88001 -0.84 -0.36 -0.10 0.1737
H 2.79564 -4.58446 -3.76473 -0.21 0.57 0.13 0.3919
H 2.00591 -3.78526 -2.37957 -0.55 -0.62 0.33 0.2488
H 3.37263 0.38188 -1.48931 -0.01 -0.16 0.13 -0.4599
H 2.75011 0.95351 -3.00600 0.67 -0.72 -0.26 -0.2270
H 4.49195 1.18705 -2.56964 -0.82 -0.20 -0.08 0.6821
H 3.36087 -2.70606 -1.01476 -1.11 1.42 -1.05 -0.4520
C -4.66445 5.36031 0.34253 1.23 0.50 1.37 -1.6166
C -3.75073 4.26409 -0.23772 -1.74 -1.14 0.63 2.0161
C -4.15397 2.87588 0.30750 -1.02 1.17 0.08 -0.5690
C -5.46269 2.40848 -0.26167 -1.33 -0.75 -0.29 -1.2857
C -5.46921 2.34734 -1.78440 1.00 -1.65 -0.47 -0.5021
C -5.09020 3.64161 -2.45036 0.81 0.73 0.50 1.3272
N -3.83042 4.14594 -1.69862 -0.50 -1.25 -0.73 1.3794
O -3.36545 5.31912 -2.23936 0.89 0.77 -1.18 -0.7458
C -4.62985 3.30975 -3.89657 -1.40 -0.44 0.14 -1.3437
C -6.24265 4.68072 -2.37034 -0.41 -1.34 -0.42 -1.4960
C -2.33958 4.40932 0.18840 0.63 0.46 -0.28 -1.4946
H -4.32721 5.48661 1.43930 -0.49 0.26 -1.71 0.3796
H -5.67861 5.02626 0.39971 -0.69 -0.04 -0.11 0.3977
H -4.62020 6.33644 -0.21428 0.11 -0.86 0.74 0.1955
H -3.36136 2.15804 0.17375 0.27 -0.27 -0.24 -0.3053
H -4.31898 3.00250 1.36943 0.28 -0.07 0.48 0.4952
H -6.31473 3.02489 0.07885 0.42 -0.09 0.03 0.4822
H -5.65802 1.41124 0.14578 -0.15 0.01 -0.14 0.5032
H -6.36144 1.93865 -2.28786 -0.17 0.37 0.65 0.5586
H -4.70054 1.58638 -2.10328 -0.36 0.64 0.43 -0.3711
H -4.28929 4.19408 -4.39249 0.27 0.49 -0.45 0.4017
H -3.85694 2.53939 -3.90627 0.13 0.20 0.22 -0.0408
H -5.47672 2.85999 -4.49336 0.63 0.64 0.69 0.3909
H -5.91544 5.67309 -2.48742 0.64 1.42 -0.22 0.2934
H -6.98674 4.55299 -3.17124 0.29 -0.29 0.18 0.4411
H -6.78197 4.65564 -1.42614 0.07 -0.24 0.05 0.3343
H -1.80008 3.67502 -0.35791 0.87 -0.53 -0.18 -0.0443
H -2.16038 4.28034 1.24096 -0.34 -0.20 0.49 -0.0278
H -1.93182 5.35041 -0.06899 0.48 1.17 -0.34 0.7846
H -4.06334 5.97113 -2.17869 -0.36 0.54 0.08 0.2729
```
Positions in Å, forces in eV/Å.

Calculated values
- E_LUMO (eV) = 0.34
- E_HOMO (eV) = -7.948
- energy above the lowest of the compared OMol25 structures with the same formula, charge and spin (kJ/mol) = 233.43
- max |F| (eV/Å) = 5.83
- orbital gap (eV) = 8.28